Arrangement 1

Formula: C4H12N2O2
Source: OMol25
Level of theory: ωB97M-V/def2-TZVPD

```
! wB97M-V def2-TZVPD RIJCOSX def2/J DEFGRID3
* xyz 0 1
C -1.857 -1.291 -0.648
N -0.811 -0.981 0.309
C 0.568 -1.264 -0.047
C 1.496 -1.300 1.136
O 0.922 -1.441 -1.199
H -2.336 -2.249 -0.443
H -2.607 -0.497 -0.619
H -1.509 -1.308 -1.682
H -1.068 -1.088 1.285
H 2.024 -2.258 1.149
H 2.220 -0.491 1.032
H 0.982 -1.143 2.086
N 0.367 2.141 -1.346
C 0.417 1.674 0.007
O -0.382 2.544 0.823
H 0.833 1.480 -1.961
H 0.811 3.051 -1.417
H 1.433 1.724 0.411
H -0.283 0.629 0.186
H -1.220 2.067 0.938
*
```

Properties
structure (SMILES): CNC(C)=O.NCO
molecular weight: 120.15 g mol⁻¹

So, what does the natural (NBO) scheme give us? The charges, in e, come out as: -0.426 -0.669 0.717 -0.722 -0.586 0.195 0.199 0.240 0.397 0.249 0.251 0.214 -0.865 0.018 -0.735 0.365 0.357 0.129 0.214 0.458

Arrangement 2

Formula: C4H12N2O2
Source: OMol25
Level of theory: ωB97M-V/def2-TZVPD

```
! wB97M-V def2-TZVPD RIJCOSX def2/J DEFGRID3
* xyz 0 1
C 1.528 0.326 -0.136
C 1.087 -2.255 0.730
C 1.222 -0.020 -1.555
O 0.997 -0.936 1.183
H 2.498 -0.006 0.216
H 1.367 1.354 0.159
H 2.054 -2.451 0.236
H 1.011 -2.938 1.582
H 0.287 -2.508 0.018
H 1.147 -1.098 -1.702
H 0.301 0.438 -1.907
H 2.057 0.322 -2.178
N -2.953 1.918 0.450
C -1.708 1.721 -0.085
O -1.313 -0.064 1.239
N -0.887 0.814 0.271
H -0.396 -0.589 1.402
H -3.642 2.394 -0.107
H -3.290 1.161 1.026
H -1.368 2.416 -0.843
*
```

Properties
molecular weight: 120.15 g mol⁻¹

So, what does the natural (NBO) scheme give us? The charges, in e, come out as: 0.040 -0.258 -0.683 -0.652 0.185 0.219 0.160 0.195 0.164 0.231 0.232 0.232 -0.837 0.189 -0.639 -0.242 0.507 0.384 0.404 0.172

Arrangement 3

Formula: C4H12N2O2
Source: OMol25
Level of theory: ωB97M-V/def2-TZVPD

```
! wB97M-V def2-TZVPD RIJCOSX def2/J DEFGRID3
* xyz 0 1
C 0.273 2.196 0.894
C -0.454 0.966 1.405
C 0.372 -0.327 1.270
N 0.473 -0.814 -0.120
C -0.581 -1.238 -0.849
N -1.746 -1.543 -0.122
O -0.537 -1.495 -2.039
H 0.551 1.958 -0.132
H -0.441 3.018 0.888
H 1.112 2.556 1.488
H -1.445 0.719 1.037
H -0.537 1.032 2.508
H 1.386 -0.336 1.671
H -0.058 -1.121 1.901
H 1.288 -0.456 -0.586
H -1.636 -1.864 0.831
H -2.343 -2.145 -0.672
O 1.713 -0.328 -2.815
H 1.796 -0.074 -3.729
H 0.814 -0.705 -2.829
*
```

Properties
structure (SMILES): CCCNC(N)=O.O
molecular weight: 120.15 g mol⁻¹

So, what does the natural (NBO) scheme give us? The charges, in e, come out as: -0.619 -0.418 -0.216 -0.636 0.794 -0.861 -0.680 0.211 0.215 0.213 0.226 0.197 0.212 0.181 0.429 0.381 0.400 -0.987 0.463 0.495

Question: which arrangement is favored energetically? Ranking from most to least stable: arrangement 3, arrangement 1, arrangement 2.

Arrangement 1

Formula: C4H12N2O2
Source: OMol25
Level of theory: ωB97M-V/def2-TZVPD

```
! wB97M-V def2-TZVPD RIJCOSX def2/J DEFGRID3
* xyz 0 1
N -2.214 0.398 1.283
C -0.976 1.164 0.833
C -0.089 0.060 0.134
N 1.376 0.232 0.448
C 2.242 -0.614 -0.337
C 3.627 -0.210 0.172
O -0.445 -0.027 -1.264
H -2.771 0.891 1.933
H -1.388 -0.331 -1.296
H -1.269 1.961 0.149
H -0.463 1.589 1.727
H -0.492 -0.888 0.549
H 2.175 -0.621 -1.425
H 2.054 -1.644 -0.033
H 3.394 0.844 0.234
H 4.500 -0.550 -0.424
H 3.664 -0.569 1.216
H -3.827 -0.799 -1.146
H -2.747 -0.049 0.419
O -2.778 -0.803 -1.090
*
```

Properties
molecular weight: 120.15 g mol⁻¹

So, what does the natural (NBO) scheme give us? The charges, in e, come out as: -0.831 -0.235 0.099 -0.009 -0.339 -0.613 -0.653 0.360 0.535 0.210 0.215 0.343 0.264 0.268 0.223 0.226 0.213 0.464 0.444 -1.185

Arrangement 2

Formula: C4H12N2O2
Source: OMol25
Level of theory: ωB97M-V/def2-TZVPD

```
! wB97M-V def2-TZVPD RIJCOSX def2/J DEFGRID3
* xyz 0 1
C 0.000 0.000 0.000
N 0.291 -1.283 -0.413
C 1.258 -1.942 0.397
C 0.613 -3.159 1.152
C -0.306 -2.698 2.152
N -1.485 -3.290 2.211
O 0.108 -1.899 3.017
H -0.898 0.367 -0.525
H 0.829 0.703 -0.188
H -0.208 -0.018 1.083
H 0.282 -1.546 -1.407
H 2.083 -2.257 -0.270
H 1.685 -1.274 1.169
H 0.048 -3.784 0.433
H 1.293 -3.826 1.715
H -1.649 -4.051 1.547
H -2.143 -3.130 2.978
O 0.561 -0.422 9.430
H -0.085 0.316 9.350
H 0.834 -0.613 8.504
*
```

Properties
structure (SMILES): CNCCC(N)=O.O
molecular weight: 120.15 g mol⁻¹

So, what does the natural (NBO) scheme give us? The charges, in e, come out as: -0.398 -0.667 -0.207 -0.497 0.653 -0.795 -0.659 0.193 0.152 0.208 0.376 0.187 0.219 0.189 0.239 0.394 0.411 -0.942 0.470 0.473

Question: which arrangement is favored energetically? Ranking from most to least stable: arrangement 2, arrangement 1.

Arrangement 1

Formula: C4H12N2O2
Source: OMol25
Level of theory: ωB97M-V/def2-TZVPD

```
! wB97M-V def2-TZVPD RIJCOSX def2/J DEFGRID3
* xyz 0 1
O 0.022 -0.132 1.392
C 0.090 -1.364 1.267
O 0.306 -1.951 0.146
C -0.072 -2.261 2.462
H -0.982 -2.853 2.351
H 0.757 -2.972 2.450
H -0.089 -1.721 3.402
N 0.931 -0.266 -1.632
C 0.720 1.133 -1.169
C -0.776 1.420 -1.087
N -0.966 2.549 -0.193
H 0.589 -0.957 -0.828
H 0.383 -0.425 -2.471
H 1.903 -0.499 -1.815
H 1.104 1.179 -0.152
H 1.268 1.830 -1.800
H -1.185 1.656 -2.073
H -1.257 0.507 -0.725
H -1.910 2.905 -0.284
H -0.838 2.224 0.759
*
```

Properties
molecular weight: 120.15 g mol⁻¹

So, what does the natural (NBO) scheme give us? The charges, in e, come out as: -0.758 0.789 -0.788 -0.721 0.226 0.223 0.219 -0.721 -0.232 -0.231 -0.836 0.464 0.398 0.409 0.250 0.195 0.179 0.193 0.359 0.383

Arrangement 2

Formula: C4H12N2O2
Source: OMol25
Level of theory: ωB97M-V/def2-TZVPD

```
! wB97M-V def2-TZVPD RIJCOSX def2/J DEFGRID3
* xyz 0 1
C -1.245 -1.544 0.344
C 0.067 -1.383 1.098
N 1.228 -1.023 0.307
C 1.625 0.252 0.017
O 2.620 0.470 -0.649
C 0.774 1.386 0.552
N 1.188 2.620 -0.048
H -1.291 -2.369 -0.371
H -2.036 -1.631 1.086
H -1.525 -0.750 -0.349
H 0.277 -2.325 1.585
H -0.069 -0.628 1.850
H 1.621 -1.705 -0.319
H -0.263 1.162 0.346
H 0.932 1.411 1.638
H 2.042 2.526 -0.578
H 1.069 3.469 0.476
O -2.573 0.134 -2.545
H -2.741 0.055 -1.606
H -1.698 -0.126 -2.834
*
```

Properties
structure (SMILES): CCNC(=O)CN.O
molecular weight: 120.15 g mol⁻¹

So, what does the natural (NBO) scheme give us? The charges, in e, come out as: -0.625 -0.221 -0.619 0.677 -0.621 -0.320 -0.865 0.214 0.217 0.191 0.206 0.203 0.401 0.190 0.195 0.399 0.372 -0.952 0.475 0.481

Question: which arrangement is favored energetically? Ranking from most to least stable: arrangement 1, arrangement 2.

Arrangement 1

Formula: H18O9
Source: OMol25
Level of theory: ωB97M-V/def2-TZVPD

```
! wB97M-V def2-TZVPD RIJCOSX def2/J DEFGRID3
* xyz 0 1
O 2.781 2.871 -1.474
H 2.533 2.497 -0.619
H 3.553 3.409 -1.277
O -1.458 -2.507 -0.264
H -0.813 -3.143 0.070
H -2.240 -2.635 0.287
O 0.145 -1.594 2.419
H -0.344 -1.189 1.690
H 0.749 -0.903 2.707
O 3.565 1.274 0.915
H 2.983 0.597 0.543
H 4.451 0.913 0.814
O -0.126 0.125 0.042
H 0.625 0.319 -0.543
H -0.638 -0.545 -0.435
O 2.217 -0.125 -1.572
H 2.800 -0.884 -1.673
H 2.609 0.580 -2.111
O -3.086 1.549 -0.679
H -3.544 1.442 0.160
H -2.230 1.122 -0.558
O -3.352 -1.998 -2.566
H -3.925 -2.751 -2.395
H -2.609 -2.104 -1.959
O -1.559 1.451 3.148
H -0.784 1.145 2.666
H -2.302 1.086 2.661
*
```

Properties
structure (SMILES): O.O.O.O.O.O.O.O.O
molecular weight: 162.14 g mol⁻¹

So, what does the natural (NBO) scheme give us? The charges, in e, come out as: -0.962 0.485 0.475 -0.974 0.497 0.487 -0.958 0.483 0.469 -0.956 0.482 0.474 -1.003 0.504 0.491 -0.982 0.485 0.507 -0.937 0.459 0.476 -0.945 0.462 0.479 -0.932 0.471 0.461

Arrangement 2

Formula: H18O9
Source: OMol25
Level of theory: ωB97M-V/def2-TZVPD

```
! wB97M-V def2-TZVPD RIJCOSX def2/J DEFGRID3
* xyz 0 1
O 1.560 1.917 1.681
H 2.417 1.559 1.415
H 0.893 1.392 1.213
O -2.272 -0.911 0.795
H -1.910 -1.313 1.608
H -2.211 -1.633 0.163
O -1.448 1.341 2.255
H -1.454 1.295 1.266
H -2.347 1.202 2.518
O -1.653 2.304 -0.480
H -1.276 1.445 -0.533
H -1.088 2.894 -1.002
O 3.036 -0.488 -3.755
H 2.492 0.029 -3.100
H 2.516 -0.398 -4.537
O 0.174 0.324 -0.022
H 0.108 -0.530 0.460
H 0.865 0.395 -0.690
O -0.009 -2.587 -0.914
H -0.545 -3.338 -1.129
H 0.652 -2.970 -0.287
O 1.601 0.991 -2.163
H 2.405 1.435 -1.972
H 0.946 1.596 -2.353
O -1.218 -2.251 2.906
H -0.395 -1.756 3.103
H -1.848 -1.933 3.566
*
```

Properties
structure (SMILES): O.O.O.O.O.O.O.O.O
molecular weight: 162.14 g mol⁻¹

So, what does the natural (NBO) scheme give us? The charges, in e, come out as: -0.965 0.447 0.492 -0.981 0.484 0.466 -0.966 0.494 0.463 -0.952 0.487 0.461 -0.966 0.471 0.458 -1.007 0.511 0.501 -0.942 0.472 0.472 -0.928 0.498 0.495 -0.943 0.489 0.487

Question: which arrangement is favored energetically? Ranking from most to least stable: arrangement 1, arrangement 2.